Entry 1:
{"formula": "C22H41F6N5O5S3Si2TeV", "method": "ωB97M-V/def2-TZVPD", "symbols": ["V", "C", "C", "N", "N", "C", "N", "S", "C", "C", "C", "C", "C", "N", "H", "H", "H", "H", "H", "H", "H", "H", "H", "F", "C", "F", "F", "S", "O", "O", "N", "S", "O", "O", "C", "F", "F", "F", "C", "Si", "C", "C", "C", "Te", "C", "Si", "C", "C", "C", "H", "H", "H", "H", "H", "H", "H", "H", "H", "H", "H", "H", "H", "H", "H", "H", "H", "H", "H", "H", "H", "H", "C", "C", "O", "C", "C", "H", "H", "H", "H", "H", "H", "H", "H", "H", "H"], "xyz": [[-1.04484, 1.05642, -0.55184], [-4.20826, -0.52956, 1.98087], [-3.27683, -0.16691, 0.87282], [-2.28398, 0.64310, 0.98895], [-2.14907, 1.26963, 2.21752], [-1.42997, 2.36304, 2.16571], [-1.27100, 3.02320, 3.34445], [-0.58805, 3.03663, 0.79008], [-3.44455, -0.69589, -0.48072], [-4.63431, -1.32900, -0.84872], [-4.80868, -1.74806, -2.14909], [-3.76007, -1.56261, -3.03897], [-2.60796, -0.94377, -2.59800], [-2.42739, -0.48773, -1.35036], [-3.75196, -0.29631, 2.93823], [-4.45444, -1.59065, 1.94284], [-5.14087, 0.03457, 1.90991], [-1.93167, 2.81343, 4.07496], [-0.91627, 3.96177, 3.30475], [-5.41685, -1.45102, -0.11535], [-5.73596, -2.20671, -2.46440], [-3.82029, -1.89182, -4.06618], [-1.77037, -0.83455, -3.26463], [0.25440, 3.59367, -4.53218], [0.83383, 2.40864, -4.50170], [0.83756, 1.89958, -5.72776], [2.09132, 2.53758, -4.08369], [-0.06431, 1.21312, -3.37423], [0.53234, 1.34655, -2.02685], [0.08723, -0.05018, -4.01539], [-1.58381, 1.67321, -3.35898], [-2.07729, 2.88169, -2.40695], [-1.11593, 3.91904, -2.21905], [-2.82082, 2.33818, -1.26898], [-3.38625, 3.65507, -3.45480], [-4.31098, 2.77369, -3.81787], [-3.96375, 4.61545, -2.73677], [-2.84172, 4.18532, -4.54477], [5.39304, 1.86283, 0.49946], [3.54698, 2.14341, 0.69909], [2.95807, 3.19980, -0.72510], [3.23918, 2.97011, 2.35517], [2.77054, 0.42301, 0.68077], [0.75680, 0.22831, 1.32930], [0.95687, -1.83078, 1.87637], [1.27685, -2.03620, 3.71326], [-0.21083, -1.38426, 4.64911], [1.48816, -3.86128, 4.09114], [2.82696, -1.10646, 4.21430], [5.93442, 2.81034, 0.50580], [5.61323, 1.36820, -0.44815], [5.79368, 1.24402, 1.30334], [3.35621, 4.21057, -0.60511], [1.87771, 3.27478, -0.79902], [3.32985, 2.80422, -1.67199], [3.44168, 4.04097, 2.29338], [3.89060, 2.54777, 3.12328], [2.20720, 2.84952, 2.68618], [3.33099, -0.19772, 1.38460], [2.84667, -0.01623, -0.31153], [1.74065, -2.24574, 1.24293], [0.01217, -2.31463, 1.62379], [-1.07728, -2.03157, 4.49521], [-0.48826, -0.38180, 4.32461], [-0.00960, -1.34536, 5.72136], [0.61502, -4.42952, 3.76666], [1.61616, -4.03318, 5.16058], [2.36179, -4.27300, 3.58364], [2.75664, -0.04486, 3.97526], [3.71421, -1.50764, 3.72026], [2.98202, -1.18843, 5.29234], [2.33265, -1.66681, -2.52238], [1.53450, -2.72486, -1.78911], [0.32293, -2.15420, -1.31843], [-0.60045, -3.12946, -0.86774], [-1.26443, -3.91620, -1.98971], [3.39458, -1.91659, -2.52379], [2.20382, -0.69905, -2.04024], [1.99786, -1.56077, -3.55206], [2.09371, -3.13043, -0.93273], [1.32314, -3.56256, -2.46199], [-1.35105, -2.57459, -0.30154], [-0.10065, -3.81858, -0.17147], [-1.58467, -3.25007, -2.78850], [-2.14560, -4.43358, -1.60592], [-0.60295, -4.66927, -2.41761]], "forces_ev_per_angstrom": [[0.0, -0.7, 0.2], [-0.1, 0.0, 0.1], [-0.1, -0.3, -0.4], [-0.1, 0.7, 0.6], [-0.1, 0.1, -0.1], [0.2, 0.0, 0.1], [-0.1, 0.0, 0.0], [-0.4, 0.1, 0.1], [-0.1, -0.1, 0.3], [0.1, 0.0, 0.0], [0.1, 0.0, 0.0], [0.0, 0.0, 0.1], [0.2, -0.1, -0.1], [-0.4, 0.3, 0.3], [0.0, 0.0, 0.0], [0.0, 0.0, 0.0], [0.0, 0.0, 0.0], [0.0, -0.1, 0.0], [0.0, 0.0, 0.0], [0.0, 0.0, 0.0], [0.0, 0.0, 0.0], [0.0, 0.0, 0.0], [0.0, 0.0, -0.1], [0.0, 0.0, 0.0], [0.2, -0.1, 0.1], [0.0, 0.0, 0.0], [0.0, 0.0, 0.0], [-0.5, 0.8, 0.3], [-0.5, 0.0, -0.7], [-0.1, 0.0, -0.2], [0.4, 0.4, 0.1], [-0.1, -0.3, -0.4], [0.0, 0.2, 0.2], [0.6, 0.1, -0.7], [0.0, -0.1, -0.1], [0.0, -0.1, 0.0], [0.1, 0.0, 0.0], [0.0, 0.0, 0.1], [-0.1, 0.0, 0.0], [0.0, 0.1, 0.1], [0.1, 0.0, 0.1], [0.0, -0.1, -0.1], [0.0, 0.0, 0.0], [0.6, -0.1, 0.5], [-0.1, -0.1, -0.1], [0.0, 0.1, 0.1], [0.0, -0.1, 0.0], [0.0, 0.0, 0.0], [0.0, -0.1, 0.0], [0.0, 0.0, 0.0], [0.0, 0.0, 0.0], [0.0, 0.0, 0.0], [0.0, 0.0, 0.0], [-0.2, 0.0, 0.0], [0.0, 0.0, 0.0], [0.0, 0.0, 0.0], [0.0, 0.0, 0.0], [-0.1, 0.0, 0.0], [0.0, 0.0, 0.0], [0.1, -0.1, 0.0], [0.0, -0.1, 0.0], [0.0, -0.1, -0.1], [0.0, 0.0, 0.0], [0.0, 0.1, 0.0], [0.0, 0.0, 0.0], [0.0, 0.0, 0.0], [0.0, 0.0, 0.1], [0.0, 0.0, 0.0], [0.0, 0.1, 0.0], [0.0, 0.0, 0.0], [0.0, 0.0, 0.0], [0.1, 0.0, -0.1], [0.0, 0.0, 0.0], [-0.1, -0.1, -0.2], [0.0, 0.0, 0.1], [0.1, -0.1, 0.0], [0.0, 0.0, 0.0], [0.0, 0.0, 0.0], [0.0, 0.0, 0.0], [0.0, 0.0, 0.0], [0.0, 0.0, 0.0], [0.0, 0.0, 0.0], [0.0, 0.0, 0.0], [0.0, 0.0, 0.0], [0.0, 0.0, 0.0], [0.0, 0.0, 0.0]], "e_homo_ev": [-7.47, -6.58], "spin_multiplicity": 2, "e_lumo_ev": [-0.251, -0.254], "s_squared": 0.7764}



Entry 2:
{"formula": "C22H41N2O5", "method": "ωB97M-V/def2-TZVPD", "symbols": ["C", "C", "C", "C", "C", "C", "N", "C", "C", "N", "C", "C", "C", "C", "O", "C", "C", "C", "C", "O", "H", "H", "H", "H", "H", "H", "H", "H", "H", "H", "H", "H", "H", "H", "H", "H", "H", "H", "H", "H", "H", "H", "H", "H", "H", "H", "H", "C", "O", "C", "C", "O", "C", "C", "O", "C", "H", "H", "H", "H", "H", "H", "H", "H", "H", "H", "H", "H", "H", "H"], "xyz": [[7.97507, 0.03689, 1.67961], [7.39843, -1.38287, 1.68016], [6.00986, -1.47208, 2.31475], [4.97513, -0.47124, 1.86567], [4.23378, 0.16422, 2.86818], [3.27323, 1.08593, 2.58154], [3.01416, 1.41305, 1.30831], [1.96842, 2.41498, 0.99241], [0.58787, 2.08618, 1.52551], [-0.24377, 1.22622, 0.66193], [0.47545, 0.21236, -0.12170], [-0.49347, -0.67486, -0.91711], [-1.25562, 0.60889, 1.50856], [-0.87229, -0.60720, 2.31760], [-2.35318, 1.08815, 1.56754], [3.71484, 0.83441, 0.32220], [4.68888, -0.11046, 0.53832], [5.35817, -0.67966, -0.68036], [4.86031, -2.06831, -1.09543], [4.79111, -2.99514, -0.02740], [9.03530, 0.00844, 1.92204], [7.89516, 0.51989, 0.70755], [7.50312, 0.66156, 2.43726], [8.04284, -2.03216, 2.27023], [7.38318, -1.82314, 0.68600], [6.12640, -1.32169, 3.38839], [5.59140, -2.47091, 2.18608], [4.42446, -0.05721, 3.90766], [2.70357, 1.59488, 3.34293], [2.29266, 3.36415, 1.41489], [1.95588, 2.54025, -0.08595], [0.07239, 3.04175, 1.62077], [0.66610, 1.68889, 2.54413], [1.12123, -0.42511, 0.50150], [1.12380, 0.71902, -0.83416], [-1.50299, -0.27186, -0.91188], [-0.17383, -0.73770, -1.95449], [-0.50495, -1.69288, -0.53608], [-0.96727, -1.50825, 1.71532], [-1.55243, -0.67074, 3.16037], [0.15081, -0.54974, 2.68996], [3.46873, 1.14199, -0.68268], [6.43701, -0.65889, -0.55725], [5.14568, -0.02004, -1.52421], [5.56978, -2.47298, -1.81364], [3.88791, -1.97236, -1.58165], [3.90882, -2.98747, 0.35118], [-5.29076, -0.03868, 0.78607], [-6.06549, -0.59288, -0.25371], [-7.43823, -0.25312, -0.25842], [-7.89863, 0.33304, -1.57524], [-7.32870, 1.57987, -1.92205], [-5.98069, 1.65317, -2.33673], [-5.66556, 1.03788, -3.68286], [-5.76587, -0.37273, -3.68774], [-6.53611, -0.93301, -4.72963], [-5.26698, -0.70140, 1.65853], [-4.27645, 0.08593, 0.41407], [-5.66118, 0.94305, 1.09371], [-7.66956, 0.44600, 0.55193], [-8.02362, -1.16543, -0.08757], [-8.96393, 0.54732, -1.45564], [-7.80799, -0.39470, -2.38478], [-5.29685, 1.28114, -1.56923], [-5.79265, 2.72499, -2.44430], [-4.63038, 1.31341, -3.92647], [-6.31610, 1.47888, -4.44523], [-7.35334, -0.27115, -5.02948], [-6.96474, -1.86641, -4.36409], [-5.91729, -1.15235, -5.60566]], "forces_ev_per_angstrom": [[0.3, -0.3, 0.0], [-0.1, -0.1, 0.1], [0.0, 0.2, 0.1], [0.1, -0.1, 0.2], [0.2, -0.2, 0.1], [-0.2, 0.2, 0.0], [-0.1, -0.1, -0.2], [0.0, 0.3, -0.1], [-0.4, 0.1, -0.3], [0.4, -0.4, 0.2], [-0.1, -0.2, 0.0], [0.3, 0.0, -0.1], [-0.5, 0.3, -0.2], [0.0, 0.1, 0.1], [0.4, 0.0, 0.1], [-0.2, 0.1, -0.1], [0.1, -0.2, 0.0], [0.0, 0.2, -0.2], [0.0, -0.1, 0.1], [0.1, 0.1, 0.1], [0.1, 0.0, -0.1], [-0.2, 0.1, 0.0], [-0.1, 0.1, 0.0], [0.0, -0.1, 0.0], [0.1, 0.0, 0.0], [0.0, 0.0, 0.1], [0.0, 0.0, -0.1], [0.0, -0.1, 0.0], [0.0, 0.0, 0.0], [0.1, 0.0, 0.1], [0.0, 0.0, 0.0], [-0.1, 0.0, 0.1], [0.1, -0.1, 0.1], [0.0, 0.0, 0.1], [0.0, 0.2, 0.1], [-0.1, 0.0, 0.0], [-0.1, 0.0, -0.1], [-0.2, 0.0, 0.1], [0.0, 0.0, 0.0], [-0.1, -0.1, 0.0], [0.1, 0.0, -0.1], [-0.1, 0.1, 0.0], [0.0, -0.1, 0.1], [0.1, 0.1, 0.0], [-0.1, 0.0, -0.1], [0.0, 0.0, -0.1], [-0.1, -0.1, -0.1], [-0.1, -0.1, 0.0], [0.1, 0.1, -0.1], [-0.1, -0.1, 0.1], [-0.1, -0.1, -0.1], [-0.1, 0.2, 0.0], [0.1, 0.1, 0.1], [0.1, 0.0, -0.1], [-0.2, 0.0, 0.2], [0.1, 0.0, 0.0], [0.0, 0.1, 0.0], [0.0, 0.0, 0.0], [0.0, 0.0, 0.0], [0.1, 0.0, 0.0], [-0.1, 0.0, 0.1], [0.0, 0.0, 0.0], [0.2, 0.0, 0.1], [-0.1, -0.2, -0.1], [0.0, 0.0, 0.0], [0.0, 0.1, -0.1], [-0.1, 0.0, 0.0], [0.0, 0.0, 0.0], [0.0, 0.0, 0.0], [0.0, 0.0, 0.0]], "charge": 1, "e_homo_ev": -10.29, "e_lumo_ev": -4.053}



Entry 3:
{"formula": "C22H42AsBN3O5RuS2", "method": "ωB97M-V/def2-TZVPD", "symbols": ["Ru", "C", "C", "N", "C", "C", "N", "C", "C", "N", "H", "H", "H", "H", "H", "H", "H", "H", "H", "H", "H", "H", "H", "H", "H", "C", "C", "As", "C", "C", "C", "C", "H", "H", "H", "H", "H", "H", "H", "H", "H", "H", "H", "H", "H", "H", "H", "O", "S", "O", "O", "S", "C", "C", "C", "C", "C", "C", "C", "C", "O", "B", "O", "C", "C", "H", "H", "H", "H", "H", "H", "H", "H", "H", "H", "H", "H"], "xyz": [[-0.22348, 0.68826, 0.91505], [1.08948, -1.33728, -0.89632], [0.46325, -0.25702, -1.76215], [-0.80933, 0.15895, -1.15419], [-1.92589, -0.80666, -1.18197], [-2.63431, -0.82175, 0.16927], [-1.63768, -0.92354, 1.26059], [-0.94831, -2.24253, 1.29212], [0.55720, -2.06929, 1.42353], [0.99835, -0.96848, 0.54699], [2.13099, -1.48580, -1.17978], [0.58524, -2.29570, -1.02670], [0.35232, -0.60861, -2.79260], [1.10272, 0.62506, -1.76890], [-1.10713, 1.03727, -1.56379], [-1.54574, -1.79292, -1.44756], [-2.65021, -0.53878, -1.95275], [-3.36786, -1.63277, 0.21213], [-3.16298, 0.12219, 0.30800], [-2.11142, -0.75983, 2.14164], [-1.19745, -2.77831, 0.37746], [-1.31803, -2.85252, 2.11692], [1.08131, -3.00295, 1.20314], [0.79853, -1.78290, 2.44323], [1.90096, -0.62608, 0.86246], [-2.40961, 1.78604, 3.51739], [-1.04057, 2.12147, 4.09840], [0.36263, 1.01765, 3.29956], [0.41150, -0.50509, 4.55151], [0.48968, -0.10814, 6.02276], [2.06200, 1.89283, 3.73477], [1.94671, 3.21170, 4.48969], [-3.15931, 2.50203, 3.85388], [-2.75160, 0.79295, 3.82569], [-2.39979, 1.82281, 2.42227], [-1.03552, 1.98811, 5.17904], [-0.77815, 3.15495, 3.88761], [1.29348, -1.09700, 4.29281], [-0.46210, -1.13856, 4.37029], [1.27956, 0.62291, 6.20107], [0.70675, -0.98155, 6.63801], [-0.44756, 0.31487, 6.38096], [2.57790, 2.03550, 2.78521], [2.63831, 1.16802, 4.31496], [1.41794, 3.95731, 3.89929], [2.94284, 3.60050, 4.70271], [1.42822, 3.09105, 5.44206], [1.43383, 1.92728, 0.29424], [0.86926, 3.30747, 0.45657], [1.72720, 4.32847, -0.03882], [0.28276, 3.47492, 1.76897], [-0.93266, 3.30949, -0.70253], [2.83540, 2.85088, -8.31664], [3.37592, 3.67634, -7.14061], [3.86650, 5.03677, -7.65537], [4.57184, 2.93996, -6.53474], [2.25190, 3.87439, -6.12229], [1.17070, 4.70444, -6.44477], [0.11117, 4.94532, -5.57839], [0.16409, 4.30931, -4.36019], [-0.72079, 4.38055, -3.29403], [-0.15629, 3.57771, -2.33687], [1.00394, 2.96608, -2.75583], [1.20963, 3.47118, -4.03396], [2.26788, 3.23467, -4.88107], [3.61817, 2.69779, -9.06210], [1.99907, 3.35483, -8.80282], [2.48973, 1.87232, -7.97803], [4.71650, 4.89304, -8.32430], [4.18665, 5.67473, -6.83008], [3.09642, 5.56705, -8.21484], [5.37710, 2.89328, -7.26841], [4.32167, 1.91288, -6.26151], [4.95526, 3.45299, -5.65080], [1.15102, 5.18747, -7.41204], [-0.70445, 5.60337, -5.84235], [3.07435, 2.58522, -4.57506]], "forces_ev_per_angstrom": [[0.6, -2.3, -0.2], [-0.1, 0.0, 0.0], [0.1, -0.1, 0.0], [0.1, 0.5, 0.3], [-0.1, 0.0, 0.0], [0.0, 0.0, -0.1], [0.0, 0.6, 0.0], [0.0, 0.0, 0.0], [-0.1, 0.0, 0.1], [0.1, 0.6, 0.3], [0.0, 0.0, 0.0], [0.0, 0.0, 0.0], [0.0, -0.1, 0.0], [0.0, 0.0, -0.1], [0.0, 0.0, -0.1], [0.0, 0.0, 0.0], [0.0, 0.0, 0.0], [0.0, 0.0, 0.0], [0.0, 0.0, 0.0], [-0.1, -0.1, 0.0], [0.0, 0.0, 0.0], [0.0, 0.0, 0.0], [0.0, 0.0, -0.1], [0.0, 0.0, -0.1], [0.1, -0.1, -0.1], [0.0, 0.0, 0.0], [0.0, 0.0, 0.1], [-0.2, 0.4, 0.0], [0.0, 0.0, -0.1], [0.0, 0.0, 0.0], [0.0, -0.1, 0.0], [0.0, 0.0, 0.0], [0.0, 0.0, 0.0], [0.0, 0.0, 0.0], [0.0, 0.0, 0.0], [0.0, 0.0, 0.0], [0.0, 0.0, 0.0], [0.0, 0.0, 0.0], [0.0, 0.0, 0.0], [0.0, 0.0, 0.0], [0.0, 0.0, 0.0], [0.0, 0.0, 0.0], [0.0, 0.0, 0.0], [0.0, 0.0, 0.0], [0.0, 0.0, 0.0], [0.0, 0.0, 0.0], [0.0, 0.0, 0.0], [-0.7, 0.2, 0.1], [0.2, 0.2, -0.1], [0.0, 0.0, -0.1], [0.0, 0.0, 0.0], [0.1, 0.5, 0.0], [0.0, 0.0, 0.0], [0.0, 0.0, 0.0], [0.0, 0.0, 0.0], [0.0, 0.0, 0.0], [0.0, 0.0, 0.0], [0.0, 0.0, 0.0], [0.0, 0.0, 0.0], [0.0, 0.0, 0.0], [0.0, 0.0, 0.0], [-0.1, -0.1, 0.0], [0.0, 0.0, 0.0], [0.0, 0.0, 0.0], [0.0, 0.0, 0.0], [0.0, 0.0, 0.0], [0.0, 0.0, 0.0], [0.0, 0.0, 0.0], [0.0, 0.0, 0.0], [0.0, 0.0, 0.0], [0.0, 0.0, 0.0], [0.0, 0.0, 0.0], [0.0, 0.0, 0.0], [0.0, 0.0, 0.0], [0.0, 0.0, 0.0], [0.0, 0.0, 0.0], [0.0, 0.0, 0.0]], "charge": 1, "e_homo_ev": -10.64, "e_lumo_ev": -2.584}